Record 1
Here is an isolated molecule of C22H21N3O4 in a non-equilibrium geometry from the Open Molecules 2025 dataset. Energies are from the ωB97M-V functional and the def2-TZVPD basis.

The geometry in ORCA input format:
```
! RIJCOSX wB97M-V def2-TZVPD def2/J DEFGRID3
* xyz 0 1
C 2.499 4.384 3.002
C -3.571 -4.782 -2.525
H 1.957 4.784 3.845
N -3.918 -3.272 0.454
C 3.611 4.637 0.889
H -0.884 -0.970 0.311
H 1.919 8.221 2.643
H -1.773 -3.984 0.091
H 4.809 0.809 1.619
C 0.714 -1.205 -2.699
C -0.100 -0.906 -0.426
O 1.646 0.047 1.059
H 2.442 2.402 3.785
H 3.924 5.283 0.084
N -2.080 -2.970 -1.700
H -4.583 -4.947 -2.886
C 3.883 3.288 0.867
H 3.507 0.512 2.807
C -4.337 -3.193 -0.782
N 3.296 0.192 -0.443
H -2.881 -4.922 -3.353
C 1.967 -0.720 -2.386
C -5.739 -2.958 -0.805
C 2.915 5.202 1.960
C -0.298 -1.313 -1.740
H -1.174 -4.819 -1.364
H 4.411 2.854 0.031
O -2.344 -1.078 -2.902
C 2.776 3.026 2.968
C 3.473 2.466 1.912
C 2.186 -0.321 -1.075
C 2.932 0.385 0.778
C 3.759 0.982 1.856
H -0.296 -3.424 -0.730
O 2.699 6.545 1.885
H 0.495 -1.514 -3.710
H 2.750 -0.645 -3.123
H 2.502 7.081 3.881
O -4.987 -3.091 1.263
C 1.151 -0.410 -0.120
C -1.660 -1.770 -2.168
H -3.798 -2.651 -2.749
H -7.001 -2.746 1.026
H -6.368 -2.841 -1.660
C -6.074 -2.905 0.512
C 1.982 7.170 2.921
C -1.285 -3.849 -0.876
H 0.972 6.760 3.016
H -3.360 -5.515 -1.750
C -3.452 -3.356 -1.981
*
```

## Properties
E_tot = -35813.9784 eV
M = 391.43 g/mol
Highest occupied orbital energy = -8.4 eV
SMILES string = COc1ccc(Cc2nc3ccc(C(=O)N(C)[C@@H](C)c4ccon4)cc3o2)cc1

Record 2
Here is an isolated molecule of C22H21N5O3 in a non-equilibrium geometry from the Open Molecules 2025 dataset. Energies are from the ωB97M-V functional and the def2-TZVPD basis.

The geometry in ORCA input format:
```
! RIJCOSX wB97M-V def2-TZVPD def2/J DEFGRID3
* xyz 0 1
C -2.700 -1.042 2.216
H -1.915 2.762 1.771
C 1.286 -2.564 0.396
H 0.983 -3.077 -0.503
H -3.784 3.237 -4.039
H -2.146 3.709 -5.570
C 0.837 2.359 -4.780
H -3.187 0.900 2.611
H 2.366 -0.716 3.603
O 5.102 -3.112 2.104
N -3.461 -1.720 3.049
C -0.805 1.836 -3.102
C 2.549 -2.763 0.915
C -1.220 -0.008 0.142
H 5.918 -1.191 5.141
N -2.600 0.306 2.049
H 1.849 2.281 -5.146
C 2.945 -2.100 2.074
C 0.404 -1.695 1.023
H 6.639 -1.544 3.539
O 0.675 0.057 -1.271
H 0.116 -0.353 2.670
H -1.302 2.690 0.120
C -0.111 3.067 -5.496
H 6.011 -2.874 4.532
C -1.774 2.552 -3.820
C -3.189 2.673 -3.325
C 2.060 -1.230 2.706
H 1.229 1.192 -3.029
H 3.249 -3.432 0.438
N -1.979 -1.874 1.444
O 4.578 -1.633 3.702
H -3.045 2.568 0.436
C -1.405 3.157 -5.011
H -3.228 3.199 -2.370
H 0.150 3.546 -6.427
C 5.868 -1.826 4.260
C -3.155 -3.002 2.743
C 0.495 1.747 -3.588
C 4.308 -2.350 2.598
C -1.929 0.808 0.945
C 0.800 -1.031 2.179
H -1.118 -2.093 -0.426
N -2.271 -3.140 1.788
H -3.605 -3.835 3.242
C -2.053 2.294 0.797
H -3.652 1.692 -3.205
N -1.185 1.236 -1.894
H -2.151 1.381 -1.642
C -0.992 -1.475 0.473
C -0.459 0.433 -1.061
*
```

## Properties
E_tot = -36749.0531 eV
M = 403.44 g/mol
Highest occupied orbital energy = -8.5 eV
SMILES string = COC(=O)c1ccc([C@@H]2C(C(=O)Nc3ccccc3C)=C(C)Nc3ncnn32)cc1

Record 3
Here is a structure of composition C22H21N6SeV in a non-equilibrium geometry from the Open Molecules 2025 dataset. Energies are from the ωB97M-V functional and the def2-TZVPD basis.

The geometry in ORCA input format:
```
! RIJCOSX wB97M-V def2-TZVPD def2/J DEFGRID3
* xyz 2 3
N -0.383 -1.910 -0.324
C 0.726 -2.446 -0.909
H -5.010 -4.087 1.029
C 0.397 1.663 -0.703
H 3.981 -3.827 -2.550
C -3.964 -2.892 -0.405
Se -0.099 -0.085 2.639
C -1.721 -3.310 1.203
H 1.987 -2.331 3.377
H 2.089 2.528 -1.685
C 2.012 -4.279 -1.766
C -1.437 2.978 -0.210
C -2.940 -3.862 1.553
C 2.976 -2.088 -1.863
C 1.107 2.693 -1.265
C 3.088 -3.423 -2.094
V -0.788 -0.296 0.355
C 3.666 1.404 2.467
H -2.428 3.046 0.217
H -4.835 -2.735 -1.029
C 1.739 0.300 2.497
N 2.741 -0.588 2.480
C 3.949 0.086 2.456
C -1.620 -2.559 0.030
H 2.124 -2.407 1.609
C -4.059 -3.653 0.750
N -0.836 1.785 -0.168
H 0.986 4.788 -1.711
H -2.639 -1.793 -1.700
C -2.741 -2.348 -0.775
H -0.844 -3.454 1.821
C 1.801 -1.561 -1.261
N 1.740 -0.206 -1.180
H -3.023 -4.453 2.456
N 0.726 0.285 -0.594
C -0.801 4.078 -0.755
H 4.318 2.261 2.471
N 2.289 1.519 2.493
H 0.034 -4.477 -0.962
H 2.100 -5.338 -1.977
C 2.591 -2.048 2.520
H 3.580 -2.485 2.615
C 1.542 2.783 2.546
H 0.991 2.850 3.479
H 3.758 -1.392 -2.142
H 4.895 -0.428 2.451
C 0.478 3.934 -1.278
H 2.255 3.600 2.487
C 0.853 -3.808 -1.198
H -1.308 5.033 -0.773
H 0.849 2.843 1.710
*
```

## Properties
E_tot = -123115.5802 eV
M = 499.36 g/mol
Highest occupied orbital energy (spin up / spin down) = -14.2 / -14.4 eV

Record 4
Here is an isolated molecule of C22H21NO3 from the Open Molecules 2025 dataset. Energies are from the ωB97M-V functional and the def2-TZVPD basis.

The geometry in ORCA input format:
```
! RIJCOSX wB97M-V def2-TZVPD def2/J DEFGRID3
* xyz 0 1
C 1.375 0.559 -0.019
C 1.112 2.795 -1.025
H 6.201 -1.600 -1.779
C -3.079 -1.030 1.259
O -1.663 1.936 1.182
H 2.870 1.534 -1.183
H 7.368 -0.531 0.113
H 3.601 0.425 1.889
C 0.057 3.108 0.023
H -0.716 3.773 -0.368
H -2.782 -1.359 2.244
C 1.497 -1.869 0.048
C 5.634 -1.146 -0.980
C -2.116 -0.629 0.350
C -7.145 -0.873 0.150
C -0.003 -1.839 -0.091
C -4.831 -0.579 -0.320
C 6.289 -0.546 0.082
C -4.426 -1.009 0.937
C 2.108 1.796 -0.446
H -0.401 -2.802 0.229
H 0.637 2.365 -1.909
N 2.098 -0.626 -0.023
O -6.125 -0.515 -0.748
C 3.524 -0.585 0.004
C 4.177 0.002 1.079
H -7.065 -1.922 0.454
O 2.148 -2.880 0.165
H -7.140 -0.236 1.040
C 4.251 -1.167 -1.024
H -4.191 0.158 -2.214
C -2.529 -0.207 -0.909
H 3.733 -1.638 -1.845
C 0.075 0.593 0.348
H 2.621 2.250 0.408
H 6.067 0.480 1.948
C 5.559 0.025 1.112
H -0.228 -1.717 -1.155
H -1.797 0.120 -1.635
C -3.864 -0.178 -1.242
H -5.145 -1.324 1.677
H 0.516 3.615 0.877
H 1.628 3.707 -1.328
H -0.546 -0.877 1.769
H -8.079 -0.727 -0.391
C -0.623 1.861 0.559
C -0.647 -0.690 0.692
*
```

## Properties
E_tot = -30787.8990 eV
M = 347.41 g/mol
Highest occupied orbital energy = -8.0 eV
SMILES string = COc1ccc([C@H]2CC(=O)N(c3ccccc3)C3=C2C(=O)CCC3)cc1

Record 5
Here is an isolated molecule of C22H21NO4 from the Open Molecules 2025 dataset. Energies are from the ωB97M-V functional and the def2-TZVPD basis.

The geometry in ORCA input format:
```
! RIJCOSX wB97M-V def2-TZVPD def2/J DEFGRID3
* xyz 0 1
H -3.689 4.949 -2.518
H 0.491 -0.842 3.687
C 0.040 2.406 -1.819
H 2.502 -0.126 0.040
C -2.132 -2.325 2.522
O 3.555 -1.973 1.341
C 1.890 -1.035 -0.056
H 3.268 -1.978 -1.402
H 2.899 -2.688 3.320
C 2.215 -1.708 -1.393
C -1.941 3.770 -2.203
C -1.370 0.581 -0.295
C -2.018 1.662 -0.830
H 2.075 -4.221 3.006
C -0.052 -1.768 3.898
C 0.005 0.389 -0.514
C 2.361 -1.925 1.105
O 0.788 3.255 -2.554
C -1.848 -3.334 0.362
N 1.457 -2.583 1.861
H -3.988 3.210 -2.402
H 1.759 1.218 -1.484
H -1.560 5.486 -3.404
H 1.616 -2.605 -1.522
H 0.380 -3.774 4.512
H -0.752 -1.581 4.713
H -1.891 -0.149 0.303
O 0.519 -0.710 0.077
C -2.676 -2.853 1.362
C 0.945 -2.869 4.280
H 0.174 -3.658 -0.268
H 2.010 -1.035 -2.221
C -0.473 -3.266 0.500
H -2.275 -3.771 -0.529
H -3.624 4.138 -0.948
C -1.333 2.607 -1.607
H -2.776 -1.973 3.315
C 1.924 -3.143 3.129
C 0.069 -2.688 1.637
C -0.759 -2.240 2.667
C -3.398 4.035 -2.008
C 0.251 4.374 -3.143
O 0.987 5.081 -3.786
C -1.163 4.601 -2.933
H -3.749 -2.905 1.247
H -3.074 1.789 -0.649
H 1.501 -2.583 5.173
C 0.705 1.307 -1.279
*
```

## Properties
E_tot = -32835.7703 eV
M = 363.41 g/mol
Highest occupied orbital energy = -8.4 eV
SMILES string = Cc1cc(=O)oc2cc(O[C@H](C)C(=O)N3CCCc4ccccc43)ccc12

Record 6
Here is a structure of composition C22H22AsAuF6GeN2O2 in a non-equilibrium geometry from the Open Molecules 2025 dataset. Energies are from the ωB97M-V functional and the def2-TZVPD basis.

The geometry in ORCA input format:
```
! RIJCOSX wB97M-V def2-TZVPD def2/J DEFGRID3
* xyz 1 2
H 6.188 -0.839 -0.520
C -0.335 1.749 0.326
C 0.462 -0.559 2.739
F -4.190 1.280 -4.368
N -0.521 -1.102 -0.250
H 0.555 4.496 -0.530
C 3.423 0.744 0.600
N 2.281 3.640 -2.981
H 4.530 -2.649 -0.867
C 4.227 -1.695 -0.459
C -1.480 -2.045 -0.237
C -3.517 -3.931 -0.224
H -1.321 3.702 -2.792
F -5.184 0.030 -2.426
C 0.176 -1.295 5.359
H 5.467 1.333 0.417
C -2.113 -2.391 0.972
C 4.750 0.540 0.263
F -3.157 -0.890 -3.609
C 0.393 4.233 -1.578
H -4.304 -4.668 -0.222
H -0.130 2.673 0.838
H 0.342 0.798 5.800
C -0.983 3.621 -1.761
H -1.858 -1.851 1.872
C -1.892 -2.653 -1.447
H 3.018 3.028 -3.298
H 0.054 -1.579 6.394
C 5.150 -0.678 -0.265
H 3.102 1.696 0.997
O -0.129 -0.535 -1.375
C 0.189 -2.264 4.373
C 0.483 0.421 3.704
H 0.462 5.145 -2.173
C 2.507 -0.267 0.372
As -3.647 0.607 -2.896
H -1.402 -2.354 -2.362
F -3.790 2.153 -2.093
H 0.606 1.463 3.447
C 1.515 3.275 -1.955
Ge 0.576 0.112 0.773
H 0.067 -3.308 4.618
C 0.358 -1.897 3.043
H 0.376 -2.657 2.274
F -1.884 1.205 -3.433
C -2.922 -3.561 -1.428
Au -0.999 1.592 -1.502
H -3.288 -3.978 -2.355
H 2.099 4.474 -3.514
H 2.175 -2.289 -0.280
C 2.896 -1.498 -0.121
C 0.332 0.040 5.033
O 1.700 2.241 -1.324
F -2.995 -0.004 -1.321
H -1.715 4.085 -1.109
H -3.599 -3.598 1.895
C -3.107 -3.340 0.970
*
```

## Properties
E_tot = -167588.1152 eV
M = 804.92 g/mol
Highest occupied orbital energy (spin up / spin down) = -11.0 / -12.0 eV

Record 7
Here is a structure of composition C22H22AuF3N5OSSe2Te2 from the Open Molecules 2025 dataset. Energies are from the ωB97M-V functional and the def2-TZVPD basis.

The geometry in ORCA input format:
```
! RIJCOSX wB97M-V def2-TZVPD def2/J DEFGRID3
* xyz 1 3
C -2.662 -1.279 -2.253
C 3.922 2.901 3.044
C 2.215 1.401 2.303
H -2.607 -2.363 -2.238
H 2.815 -4.796 0.782
H 0.297 4.555 -1.102
C -3.436 0.755 -3.197
C 0.747 -4.181 1.062
C -0.179 4.089 -0.249
H 3.169 -3.067 -2.388
C -0.187 2.441 1.483
C 4.510 0.853 1.923
H 1.632 -5.809 -0.074
H 1.099 -2.016 -2.561
H 2.848 -0.403 1.348
F -3.291 2.184 -5.049
C -2.008 3.984 1.319
H 2.300 -4.544 -2.884
H 3.659 -4.632 -1.758
Te -2.258 -2.122 4.682
Se -2.961 -3.662 1.118
Se -2.756 -0.489 2.870
H -1.609 1.179 -0.398
O 0.357 -4.571 2.131
N -2.032 -0.640 -1.268
H 5.261 0.178 1.536
H -2.841 2.511 -2.096
N 0.364 -0.222 1.134
H -1.872 5.405 -0.280
H 0.693 0.079 0.220
H -2.954 4.362 1.683
C -3.377 -0.626 -3.247
Au -1.249 -1.734 1.281
C 0.435 3.022 0.386
H 5.935 2.288 2.631
S 0.474 0.944 2.232
C -4.167 1.546 -4.252
H 4.218 3.823 3.526
N 1.923 -3.882 -0.910
C -2.799 1.433 -2.170
H -0.145 -1.455 -1.491
C 3.165 0.525 1.807
N 0.708 -1.988 -1.636
C 4.886 2.037 2.539
H 1.822 3.259 3.316
C 0.955 -2.971 -0.766
C -2.110 0.691 -1.227
H -1.871 2.433 2.810
C 2.799 -4.037 -2.055
C -1.401 2.912 1.960
H -3.876 -1.184 -4.026
C 2.579 2.585 2.931
N 0.256 -3.101 0.360
Te -3.382 -4.280 3.406
F -4.954 2.478 -3.699
C -1.400 4.568 0.216
C 1.878 -4.788 0.223
F -4.929 0.768 -5.027
H 1.393 2.651 0.037
*
```

## Properties
E_tot = -200623.7494 eV
M = 1071.60 g/mol
Highest occupied orbital energy (spin up / spin down) = -9.2 / -10.0 eV

Record 8
Here is a structure of composition C22H22CaFN2S2 in a non-equilibrium geometry from the Open Molecules 2025 dataset. Energies are from the ωB97M-V functional and the def2-TZVPD basis.

The geometry in ORCA input format:
```
! RIJCOSX wB97M-V def2-TZVPD def2/J DEFGRID3
* xyz -1 1
C 2.645 -0.345 1.184
S -2.271 1.819 -0.740
H 0.193 2.016 2.875
H 1.378 1.005 4.065
C 0.402 1.309 -4.147
N 0.303 0.092 1.902
H 5.471 0.621 2.875
H -4.843 1.807 0.255
H 0.405 0.918 -6.265
C 3.996 -0.150 1.499
H -5.414 -2.000 2.037
C 2.182 0.663 3.379
F 3.058 0.835 -6.567
H 3.744 1.496 4.482
C -3.464 -1.710 1.026
C 0.996 1.032 -5.329
C -0.602 -1.957 0.799
C -0.486 1.281 2.364
H 0.423 -2.039 0.406
C 2.408 1.105 -5.413
C -0.317 -1.223 2.126
C 1.707 0.139 2.123
H 4.784 -0.596 0.881
S 2.286 -1.153 -0.341
C 1.104 1.505 -2.997
H -2.083 -2.720 -1.582
Ca 0.307 0.584 -0.766
C 3.479 0.904 3.593
C 2.481 1.486 -3.067
H -1.238 1.071 3.157
C -3.094 0.579 0.140
N -1.389 -1.224 -0.182
H -1.279 -1.113 2.684
H -0.683 1.315 -4.117
H -0.996 1.723 1.513
C 4.414 0.559 2.610
C -2.647 -0.772 0.374
H 0.332 -1.871 2.778
C 3.196 1.288 -4.260
C -5.216 -0.065 1.216
H -0.962 -2.995 0.951
C -4.751 -1.337 1.428
H -0.414 -2.068 -1.927
H -3.090 -2.720 1.049
C -1.422 -1.824 -1.526
H -1.801 -1.035 -2.175
C -4.464 0.821 0.517
H 4.287 1.201 -4.301
H -6.203 0.202 1.580
H 3.151 1.543 -2.166
*
```

## Properties
E_tot = -68979.9138 eV
M = 437.64 g/mol
Highest occupied orbital energy = -4.3 eV

Record 9
Here is an isolated molecule of C22H22ClF3N2O2 from the Open Molecules 2025 dataset. Energies are from the ωB97M-V functional and the def2-TZVPD basis.

The geometry in ORCA input format:
```
! RIJCOSX wB97M-V def2-TZVPD def2/J DEFGRID3
* xyz 0 1
H 3.921 -2.693 1.135
C -0.408 0.453 1.570
C 3.341 -0.744 0.499
H -2.704 -0.040 -0.790
H 4.408 0.461 3.540
H -0.717 -1.202 4.260
C -1.770 0.178 -2.707
C -0.958 0.960 -3.521
C -0.736 2.538 -1.727
C -2.285 -1.127 -3.241
H 0.312 1.027 0.987
O 1.395 -1.504 3.400
H 4.433 0.984 1.134
C 1.583 -0.703 -1.172
N -1.703 1.068 1.424
H -0.734 0.640 -4.527
H -2.210 -1.397 2.420
H -0.327 3.462 -1.345
C -0.448 2.146 -3.023
C 1.323 -0.318 3.161
C -2.743 0.639 2.180
H -0.413 -0.575 1.184
C 2.369 -2.799 -0.328
C -1.859 2.169 0.501
H 2.292 1.420 2.675
C -1.547 1.759 -0.912
H 0.935 -0.129 -1.816
C 1.526 -2.084 -1.162
C 4.287 -0.053 1.439
H -2.906 2.483 0.582
C 3.740 -0.093 2.874
C -1.105 -0.253 3.883
Cl 2.489 1.690 -0.384
H -1.360 0.372 4.739
H 3.660 -1.126 3.220
O -3.847 1.142 2.127
H 2.328 -3.877 -0.312
H 0.824 -2.592 -1.805
F -2.689 -1.041 -4.518
H -3.211 -0.749 3.724
N 2.408 0.460 2.958
C -2.372 -0.530 3.065
H 0.131 1.463 3.387
C 3.265 -2.133 0.486
H 0.184 2.760 -3.646
C -2.066 0.570 -1.411
C -0.007 0.430 3.055
F -3.314 -1.621 -2.543
H -1.217 3.007 0.800
C 2.479 -0.051 -0.341
H 5.255 -0.556 1.426
F -1.328 -2.083 -3.222
*
```

## Properties
E_tot = -50923.8942 eV
M = 438.88 g/mol
Highest occupied orbital energy = -9.2 eV
SMILES string = O=C(NCCc1ccccc1Cl)[C@@H]1CCC(=O)N(Cc2cccc(C(F)(F)F)c2)C1

Copy entry 8 word for word.
Here is a structure of composition C22H22CaFN2S2 in a non-equilibrium geometry from the Open Molecules 2025 dataset. Energies are from the ωB97M-V functional and the def2-TZVPD basis.

The geometry in ORCA input format:
```
! RIJCOSX wB97M-V def2-TZVPD def2/J DEFGRID3
* xyz -1 1
C 2.645 -0.345 1.184
S -2.271 1.819 -0.740
H 0.193 2.016 2.875
H 1.378 1.005 4.065
C 0.402 1.309 -4.147
N 0.303 0.092 1.902
H 5.471 0.621 2.875
H -4.843 1.807 0.255
H 0.405 0.918 -6.265
C 3.996 -0.150 1.499
H -5.414 -2.000 2.037
C 2.182 0.663 3.379
F 3.058 0.835 -6.567
H 3.744 1.496 4.482
C -3.464 -1.710 1.026
C 0.996 1.032 -5.329
C -0.602 -1.957 0.799
C -0.486 1.281 2.364
H 0.423 -2.039 0.406
C 2.408 1.105 -5.413
C -0.317 -1.223 2.126
C 1.707 0.139 2.123
H 4.784 -0.596 0.881
S 2.286 -1.153 -0.341
C 1.104 1.505 -2.997
H -2.083 -2.720 -1.582
Ca 0.307 0.584 -0.766
C 3.479 0.904 3.593
C 2.481 1.486 -3.067
H -1.238 1.071 3.157
C -3.094 0.579 0.140
N -1.389 -1.224 -0.182
H -1.279 -1.113 2.684
H -0.683 1.315 -4.117
H -0.996 1.723 1.513
C 4.414 0.559 2.610
C -2.647 -0.772 0.374
H 0.332 -1.871 2.778
C 3.196 1.288 -4.260
C -5.216 -0.065 1.216
H -0.962 -2.995 0.951
C -4.751 -1.337 1.428
H -0.414 -2.068 -1.927
H -3.090 -2.720 1.049
C -1.422 -1.824 -1.526
H -1.801 -1.035 -2.175
C -4.464 0.821 0.517
H 4.287 1.201 -4.301
H -6.203 0.202 1.580
H 3.151 1.543 -2.166
*
```

## Properties
E_tot = -68979.9138 eV
M = 437.64 g/mol
Highest occupied orbital energy = -4.3 eV

Look up the E_tot of the eighth one. -68979.9138 eV

Which value of M does entry 9 give? 438.88 g/mol